This record from OMol25 describes an isolated ion of composition C6H10BrO3 and charge -1. The level of theory is ωB97M-V with the def2-TZVPD basis set.

* SMILES: CC(C)(C)[C@@]1(O)O[C@@]1([O-])Br
* LUMO: 3.5 eV
* total charge: -1
* 2S+1: 1
* ΔE to the lowest compared entry with this formula, charge and spin: 54.3 kcal/mol

Each line ends with the Mulliken charge.
Cartesian coordinates (Å):
Br 2.865 -0.965 -0.001  -0.498
O 0.048 2.150 -0.251  -0.594
O 1.387 1.048 1.263  -0.545
O 2.778 1.883 -0.429  -0.799
C -0.200 -1.330 1.132  -1.310
C -0.317 -0.978 -1.357  -1.439
C 0.588 0.940 0.085  0.125
C 2.068 0.988 0.044  0.870
C -1.809 0.379 0.316  -2.268
C -0.410 -0.277 0.018  1.482
H -1.170 -1.741 -1.603  0.312
H -2.508 -0.305 0.125  0.639
H -0.411 -0.141 -2.077  0.324
H -0.239 -0.796 2.159  0.269
H 0.729 -1.720 0.961  0.412
H -2.080 1.129 -0.430  0.301
H -0.966 -2.166 0.841  0.315
H -1.732 0.694 1.259  0.588
H 0.780 2.600 -0.700  0.377
H 0.599 -1.392 -1.356  0.437

Cartesian forces (eV/Å) of the 3 atoms listed first:
1.057 -0.457 -0.325
-0.712 0.330 -0.868
0.103 0.013 1.671

***

This record from OMol25 describes an isolated ion of composition C3H4NS and charge +1. The level of theory is ωB97M-V with the def2-TZVPD basis set.

* LUMO: -5.7 eV
* total charge: +1
* 2S+1: 1
* ΔE to the lowest compared entry with this formula, charge and spin: 65.8 kcal/mol

Each line ends with the Mulliken charge.
Cartesian coordinates (Å):
S -2.148 0.962 0.022  0.129
N 0.622 0.589 -0.058  -0.183
C 1.814 1.115 0.060  -0.108
C -2.112 -0.840 0.034  -0.402
C -0.600 0.204 -0.057  0.353
H -2.362 -1.408 0.913  0.310
H -2.452 -1.421 -0.797  0.316
H 2.094 1.335 -0.943  0.286
H 2.342 1.259 1.004  0.300

Cartesian forces (eV/Å) of the 3 atoms listed first:
1.020 -0.472 -0.045
-0.569 -0.233 1.405
-3.922 -1.773 -1.024

***

This record from OMol25 describes a 2-piece molecular cluster, C3H5OP overall. The level of theory is ωB97M-V with the def2-TZVPD basis set.

* LUMO: -0.6 eV
* total charge: 0
* 2S+1: 1
* ΔE to the lowest compared entry with this formula, charge and spin: 74.7 kcal/mol

Each line ends with the Mulliken charge.
Cartesian coordinates (Å):
P -0.617 0.540 0.932  0.653
O -1.354 1.762 0.814  -0.572
C -1.205 -1.777 -1.120  0.106
C 0.838 0.263 1.626  -0.602
C -1.002 -0.700 -0.540  -0.526
H 1.268 0.853 2.358  0.325
H -1.634 -2.436 -1.864  0.355
H 1.530 0.893 -1.891  0.116
H 1.289 -0.709 1.469  0.253
H 0.887 1.311 -1.784  -0.108

Cartesian forces (eV/Å) of the 3 atoms listed first:
1.633 -2.947 -2.815
-1.627 1.788 0.179
-0.310 2.945 0.506

***

This record from OMol25 describes C10H30BaNO8 as an isolated structure. The level of theory is ωB97M-V with the def2-TZVPD basis set.

* LUMO: -3.6 eV
* total charge: +1
* 2S+1: 1
* ΔE to the lowest compared entry with this formula, charge and spin: 41.9 kcal/mol

Each line ends with the Mulliken charge.
Cartesian coordinates (Å):
Ba -8.681 -19.384 8.245  1.516
O -8.609 -22.935 9.438  -0.595
O -6.151 -20.473 7.920  -0.287
O -10.613 -18.629 6.330  -0.420
O -9.733 -17.199 9.828  -0.323
O -8.020 -19.879 5.542  -0.388
O -8.416 -24.047 7.680  -0.615
O -11.023 -19.921 9.618  -0.244
O -9.263 -22.024 7.615  -0.643
N -8.790 -22.985 8.228  0.945
C -10.977 -17.256 6.412  -0.216
C -6.439 -18.454 4.418  -0.990
C -9.972 -14.837 10.447  -1.263
C -3.938 -19.456 7.936  -1.108
C -12.293 -17.082 7.168  -1.147
C -10.398 -16.284 10.721  -0.328
C -5.200 -19.851 8.700  -0.117
C -7.896 -18.779 4.640  -0.135
C -12.252 -20.268 8.993  0.068
C -12.540 -21.714 9.157  -1.151
H -13.075 -22.136 8.306  0.349
H -8.457 -17.892 4.935  0.211
H -11.074 -16.915 5.381  0.374
H -8.934 -14.662 10.728  0.402
H -7.556 -20.613 5.133  0.200
H -3.090 -19.193 8.568  0.376
H -13.077 -17.710 6.746  0.403
H -4.079 -18.597 7.279  0.204
H -3.545 -20.334 7.424  0.361
H -12.578 -16.030 7.164  0.405
H -10.129 -16.491 11.757  0.285
H -6.216 -17.689 3.674  0.387
H -10.587 -14.115 10.985  0.361
H -5.664 -18.938 9.072  0.150
H -8.913 -16.727 9.665  0.258
H -11.257 -19.113 5.808  0.183
H -13.078 -21.909 10.085  0.354
H -5.720 -21.247 7.551  0.186
H -8.448 -19.151 3.776  0.272
H -5.930 -18.023 5.280  0.123
H -4.973 -20.527 9.525  0.332
H -10.153 -16.593 6.675  0.377
H -9.996 -14.594 9.385  0.325
H -11.474 -16.454 10.746  0.332
H -5.821 -19.266 4.035  0.362
H -12.210 -20.096 7.918  0.015
H -12.295 -17.449 8.195  0.100
H -11.569 -22.207 9.213  0.246
H -13.121 -19.685 9.296  0.375
H -11.174 -19.866 10.565  0.133

Cartesian forces (eV/Å) of the 3 atoms listed first:
-0.721 -1.734 -0.496
-0.356 1.602 1.663
-1.077 -0.439 -1.184

***

Question: Which formula does entry 1 have?
Answer: C6H10BrO3